Record 1
This record from the Open Molecules 2025 dataset describes C30H46BrN3P2SeTi as an isolated structure in a non-equilibrium geometry. The level of theory is ωB97M-V/def2-TZVPD.

Cartesian coordinates (Å):
C -0.63 6.95 -3.88
C -0.89 5.62 -4.24
C -1.11 5.32 -5.60
C -1.26 6.38 -6.50
N -1.12 7.64 -6.11
C -0.79 7.95 -4.86
C -1.00 4.59 -3.25
C -1.35 3.65 -2.55
C -1.35 2.55 -1.70
C -0.08 2.10 -1.34
C -0.03 1.16 -0.31
C -1.25 0.66 0.25
C -2.51 1.02 -0.21
C -2.55 1.99 -1.20
Ti 0.12 0.11 1.48
P 2.14 -1.08 0.84
H -1.23 4.29 -5.93
H -0.36 7.22 -2.86
H -1.51 6.18 -7.55
H -0.66 9.00 -4.59
H -3.51 2.32 -1.59
H 0.84 2.54 -1.77
H -3.42 0.59 0.22
H 1.03 0.94 0.07
C 2.05 -2.57 1.88
C 2.79 -3.80 1.35
H 0.99 -2.82 2.05
H 2.45 -2.29 2.87
H 2.77 -4.60 2.10
H 2.31 -4.20 0.45
H 3.85 -3.60 1.13
C 2.28 -1.43 -0.94
C 2.77 -0.28 -1.82
H 1.28 -1.74 -1.28
H 2.92 -2.31 -1.04
H 2.69 -0.58 -2.87
H 2.16 0.63 -1.70
H 3.82 -0.03 -1.65
C 3.67 -0.17 1.24
C 4.95 -0.98 1.06
H 3.58 0.23 2.26
H 3.68 0.71 0.57
H 5.80 -0.29 1.09
H 5.09 -1.71 1.87
H 5.00 -1.51 0.09
Br -1.62 -1.26 2.48
P -2.38 -3.10 -1.65
C -0.56 -3.28 -1.42
C -0.03 -4.64 -1.86
H -0.32 -3.07 -0.36
H -0.12 -2.50 -2.05
H 1.06 -4.58 -2.03
H -0.21 -5.42 -1.11
H -0.49 -4.95 -2.80
C -3.04 -2.80 0.05
C -4.44 -3.37 0.25
H -3.02 -1.71 0.19
H -2.34 -3.25 0.76
H -4.69 -3.37 1.32
H -5.19 -2.77 -0.27
H -4.50 -4.40 -0.11
C -2.51 -1.41 -2.41
C -2.87 -1.48 -3.89
H -1.56 -0.88 -2.26
H -3.28 -0.86 -1.86
H -3.14 -0.48 -4.25
H -2.03 -1.84 -4.49
H -3.73 -2.13 -4.06
C 2.87 0.07 5.20
N 1.45 0.13 5.47
C 0.85 -0.31 6.65
C -0.47 -0.04 6.56
N -0.67 0.59 5.33
C -1.92 1.16 4.89
C 0.51 0.70 4.66
Se 0.80 1.75 3.10
H 3.42 0.38 6.09
H 3.11 0.74 4.36
H 3.19 -0.95 4.95
H 1.43 -0.75 7.45
H -1.29 -0.19 7.24
H -2.46 0.47 4.23
H -2.53 1.36 5.78
H -1.72 2.09 4.34

**Orbital gap (spin up / spin down)**: 7.01 / 3.91 eV
**HOMO energy (spin up / spin down)**: -12.3 / -12.8 eV
**Expectation value of S²**: 2.01
**Relative energy (zero: lowest compared OMol25 entry of this formula, charge and spin)**: 0.000 eV
**Multiplicity**: 3
**Charge**: +2

Mulliken population analysis, charges in e, atoms 1 to 2:
1 C -0.52
2 C 0.16



Record 2
This record from the Open Molecules 2025 dataset describes C30H51NP2Ti as an isolated structure in a non-equilibrium geometry. The level of theory is ωB97M-V/def2-TZVPD.

Cartesian coordinates (Å):
Ti -0.46 1.37 1.68
C 0.90 0.26 3.67
C 1.87 0.92 2.87
C 0.18 2.44 3.31
C -0.19 1.17 3.89
C 1.43 2.25 2.59
C 1.02 -1.11 4.24
H 1.57 -1.76 3.55
H 0.01 -1.54 4.35
H 1.51 -1.16 5.22
C -1.30 0.98 4.87
H -1.26 -0.01 5.32
H -2.27 1.08 4.39
H -1.26 1.73 5.67
C -0.64 3.66 3.36
H -0.92 3.88 4.40
H -1.58 3.52 2.80
H -0.11 4.52 2.93
C 2.19 3.26 1.80
H 2.10 4.27 2.22
H 1.86 3.31 0.75
H 3.25 3.01 1.79
C 3.17 0.35 2.45
H 4.01 0.94 2.86
H 3.28 0.33 1.35
H 3.28 -0.67 2.83
C 0.56 -3.07 0.50
C 1.79 -3.06 1.05
C 3.11 -2.99 0.37
C 3.19 -2.47 -1.08
C 2.96 -0.99 -1.09
C 1.80 -0.37 -0.88
C 0.38 -0.84 -0.77
C 0.12 -2.35 -0.75
H 3.45 -4.02 0.37
H 2.52 -3.01 -1.76
H 3.86 -2.43 0.93
H 0.53 -2.85 -1.64
H -0.25 -3.55 1.03
H 1.87 -3.49 2.06
H -0.97 -2.54 -0.84
H -0.19 -0.43 0.09
H 1.84 0.72 -0.79
H -0.17 -0.43 -1.64
H 4.20 -2.64 -1.49
H 3.91 -0.41 -1.03
P -0.42 -1.78 -3.67
P -0.25 1.35 -3.30
C -0.28 -0.77 -5.23
C -0.72 0.65 -4.99
H -0.90 -1.27 -5.98
H 0.78 -0.87 -5.54
H -0.29 1.33 -5.73
H -1.82 0.78 -5.03
C -1.01 2.99 -3.62
H -0.52 3.71 -2.96
H -2.07 2.92 -3.36
H -0.92 3.32 -4.66
C 1.51 1.68 -3.74
H 1.61 1.92 -4.80
H 2.13 0.80 -3.51
H 1.86 2.52 -3.13
C -2.18 -2.31 -3.78
H -2.41 -2.81 -2.83
H -2.33 -3.00 -4.63
H -2.82 -1.42 -3.89
C 0.46 -3.29 -4.26
H 1.13 -2.98 -5.08
H -0.24 -4.05 -4.64
H 1.07 -3.73 -3.46
C -2.70 -1.51 2.96
C -3.20 -0.28 2.35
C -4.53 0.10 2.06
C -4.41 1.28 1.27
C -3.05 1.60 1.14
C -2.38 2.51 0.19
N -2.33 0.65 1.82
H -1.61 -1.46 3.08
H -2.90 -2.40 2.34
H -3.15 -1.70 3.95
H -5.43 -0.43 2.36
H -5.20 1.82 0.77
H -2.92 3.47 0.19
H -1.27 2.75 0.35
H -2.46 2.09 -0.83

**Orbital gap (spin up / spin down)**: 6.41 / 6.55 eV
**HOMO energy (spin up / spin down)**: -10.1 / -10.1 eV
**Expectation value of S²**: 0.76
**Relative energy (zero: lowest compared OMol25 entry of this formula, charge and spin)**: 1.705 eV
**Multiplicity**: 2
**Charge**: +1

Mulliken population analysis, charges in e, atoms 1 to 2:
1 Ti -0.14
2 C 0.80



Record 3
This record from the Open Molecules 2025 dataset describes C16H13F24NaO6 as an isolated structure in a non-equilibrium geometry. The level of theory is ωB97M-V/def2-TZVPD.

Cartesian coordinates (Å):
Na 17.15 9.42 23.58
O 15.53 8.17 19.73
C 16.16 8.51 20.85
O 16.16 7.72 21.82
O 16.66 9.60 20.92
H 14.90 7.52 20.06
C 14.27 4.58 25.81
C 13.13 3.82 26.49
C 13.07 4.01 28.02
F 12.41 3.02 28.66
F 14.29 4.10 28.64
F 11.96 4.12 25.98
F 13.23 2.50 26.21
O 14.07 5.96 26.20
C 15.32 6.70 26.16
C 15.11 8.22 26.57
F 16.18 8.98 26.20
F 14.05 8.89 26.13
F 16.28 6.10 26.83
F 15.59 6.79 24.83
H 14.05 4.42 24.76
H 15.21 4.04 25.97
H 12.65 5.01 28.16
H 15.10 8.27 27.66
C 17.57 12.85 24.08
C 16.45 12.35 25.09
C 15.66 13.61 25.75
F 16.34 14.23 26.69
F 15.23 14.42 24.79
F 15.62 11.47 24.44
F 16.99 11.56 26.02
O 18.19 11.79 23.36
C 19.38 12.18 22.66
C 19.97 11.00 21.95
F 21.18 11.20 21.40
F 20.04 9.91 22.78
F 19.14 13.20 21.80
F 20.27 12.53 23.57
H 18.29 13.43 24.66
H 17.05 13.50 23.37
H 14.80 13.21 26.29
H 19.31 10.69 21.13
C 20.31 11.52 28.54
C 20.26 12.89 27.86
C 21.47 13.11 26.83
F 21.61 14.37 26.42
F 22.66 12.67 27.19
F 19.06 13.01 27.25
F 20.29 13.82 28.80
O 20.42 10.48 27.57
C 19.34 9.46 27.68
C 19.54 8.54 26.45
F 18.64 7.53 26.38
F 19.37 9.18 25.27
F 19.73 8.72 28.69
F 18.07 9.93 27.73
H 19.43 11.41 29.18
H 21.16 11.41 29.22
H 21.17 12.59 25.92
H 20.54 8.11 26.42

**Orbital gap**: 8.02 eV
**HOMO energy**: -8.0 eV
**Relative energy (zero: lowest compared OMol25 entry of this formula, charge and spin)**: 2.439 eV

Mulliken population analysis, charges in e, atoms 1 to 2:
1 Na 0.68
2 O -0.49



Record 4
This record from the Open Molecules 2025 dataset describes a 14-piece molecular cluster, C32H77N9O24 overall in a non-equilibrium geometry. The level of theory is ωB97M-V/def2-TZVPD.

Cartesian coordinates (Å):
C 6.60 -8.23 -3.31
C 5.95 -8.69 -2.04
O 6.54 -9.56 -1.40
N 4.47 -8.27 -1.64
H 4.59 -7.66 -0.84
H 4.13 -7.64 -2.36
C 3.50 -9.47 -1.44
H 7.68 -8.09 -3.20
H 6.12 -7.30 -3.60
H 6.27 -8.88 -4.12
H 3.47 -9.98 -2.40
H 2.56 -8.96 -1.20
H 3.81 -9.98 -0.53
C 0.17 -2.36 1.21
C 0.32 -1.27 0.11
O -0.55 -0.87 -0.68
N 1.83 -1.03 -0.23
H 2.26 -1.63 0.46
H 2.02 -1.34 -1.17
C 2.13 0.40 -0.07
H 0.81 -2.23 2.08
H 0.39 -3.36 0.84
H -0.83 -2.33 1.64
H 2.04 0.61 0.99
H 1.41 0.89 -0.73
H 3.10 0.64 -0.50
C 9.44 5.07 2.67
C 8.72 3.72 2.70
O 8.56 2.90 1.80
N 8.31 3.17 4.09
H 8.11 2.19 3.94
H 9.06 3.02 4.75
C 7.17 4.06 4.59
H 9.06 5.65 1.84
H 10.52 4.97 2.73
H 9.29 5.66 3.58
H 7.45 5.03 4.99
H 6.66 3.43 5.32
H 6.46 4.24 3.78
C 6.84 11.88 -4.35
C 5.80 11.16 -3.51
O 4.82 11.70 -3.01
N 6.02 9.76 -3.15
H 7.01 9.60 -3.25
H 5.86 9.59 -2.17
C 5.09 8.84 -3.99
H 7.83 12.07 -3.94
H 6.42 12.87 -4.53
H 6.81 11.62 -5.41
H 5.72 8.06 -4.41
H 4.79 9.25 -4.96
H 4.28 8.50 -3.35
C -11.93 2.01 1.99
C -10.70 1.27 1.67
O -10.61 0.04 1.76
N -9.66 2.05 0.88
H -10.16 2.73 0.33
H -8.96 2.37 1.54
C -8.91 1.06 -0.15
H -11.76 2.67 2.84
H -12.78 1.43 2.33
H -12.23 2.63 1.15
H -8.10 0.49 0.30
H -8.56 1.77 -0.90
H -9.70 0.56 -0.71
C 2.38 -7.89 8.10
C 1.75 -8.93 7.22
O 1.32 -8.61 6.11
N 1.67 -10.32 7.70
H 2.56 -10.78 7.61
H 1.63 -10.36 8.71
C 0.49 -11.18 7.09
H 2.51 -6.91 7.65
H 3.34 -8.29 8.44
H 1.82 -7.78 9.03
H 0.31 -12.04 7.73
H 0.79 -11.48 6.08
H -0.42 -10.59 7.14
C -4.30 -0.23 8.94
C -4.01 -1.68 8.50
O -2.92 -2.09 8.05
N -5.26 -2.64 8.59
H -5.10 -3.12 9.47
H -6.14 -2.15 8.58
C -5.27 -3.78 7.43
H -5.04 0.12 8.22
H -3.48 0.47 8.74
H -4.45 -0.10 10.02
H -6.13 -4.44 7.45
H -4.36 -4.38 7.41
H -5.41 -3.18 6.54
C -3.37 6.16 -3.94
C -3.29 7.55 -3.46
O -3.08 8.58 -4.16
N -3.87 7.74 -2.10
H -4.13 6.85 -1.70
H -3.26 8.22 -1.46
C -5.12 8.68 -2.11
H -4.28 5.65 -4.25
H -3.04 5.52 -3.12
H -2.72 6.12 -4.82
H -4.89 9.61 -2.63
H -5.44 8.93 -1.10
H -6.02 8.21 -2.49
C -5.23 -0.52 -8.05
C -6.22 0.43 -8.83
O -5.82 1.47 -9.27
N -7.71 0.12 -8.75
H -7.66 -0.88 -8.64
H -8.15 0.57 -7.96
C -8.39 0.46 -10.06
H -5.22 -1.53 -8.45
H -5.47 -0.56 -6.98
H -4.18 -0.27 -7.95
H -7.75 0.12 -10.87
H -8.63 1.52 -10.06
H -9.39 0.04 -9.95
O 2.40 9.55 2.58
C 1.42 8.82 1.93
O 0.28 9.38 1.97
O 1.47 7.63 1.46
H 1.79 10.28 2.63
O 3.74 -4.30 -7.02
C 3.50 -3.70 -5.90
O 4.14 -2.63 -5.67
O 2.72 -4.22 -5.14
H 3.32 -5.16 -7.00
O 7.80 -5.65 3.85
C 7.08 -4.55 3.46
O 6.21 -4.52 2.54
O 7.38 -3.42 3.88
H 8.34 -5.61 4.65
O -5.37 -7.81 1.04
C -5.19 -9.09 1.11
O -5.35 -9.79 2.14
O -4.96 -9.59 0.02
H -5.32 -8.01 0.10
O 2.42 2.23 -7.87
C 3.24 3.01 -8.55
O 2.97 4.20 -8.71
O 4.36 2.63 -8.90
H 2.87 1.42 -7.61

**Orbital gap**: 0.86 eV
**HOMO energy**: -8.7 eV
**Relative energy (zero: lowest compared OMol25 entry of this formula, charge and spin)**: 20.284 eV
**Charge**: +4

Mulliken population analysis, charges in e, atoms 1 to 2:
1 C -0.94
2 C 0.51



Record 5
This record from the Open Molecules 2025 dataset describes C11H10BrNRu as an isolated structure in a non-equilibrium geometry. The level of theory is ωB97M-V/def2-TZVPD.

Cartesian coordinates (Å):
C -1.23 -0.86 -1.83
C -1.25 -1.91 -0.85
C -1.94 -1.38 0.35
H -1.03 -2.97 -1.04
C -2.12 0.06 0.10
C -1.84 0.28 -1.28
H -2.11 1.18 -1.84
H -0.90 -0.97 -2.87
H -2.40 -1.98 1.14
H -2.59 0.79 0.77
Ru -0.07 -0.95 0.78
Br 1.10 -2.91 1.42
C 1.85 1.35 0.31
C 1.38 2.23 -0.67
C 1.25 1.51 -1.91
H 1.21 3.30 -0.57
C 1.71 0.21 -1.71
C 1.93 -0.01 -0.26
H 2.60 -0.79 0.12
H 2.18 1.60 1.32
H 0.89 1.94 -2.85
H 1.86 -0.55 -2.48
N -0.21 0.71 3.42
C -0.24 0.13 2.40

**Orbital gap (spin up / spin down)**: 6.88 / 5.81 eV
**HOMO energy (spin up / spin down)**: -7.7 / -8.5 eV
**Expectation value of S²**: 6.05
**Multiplicity**: 5

Mulliken population analysis, charges in e, atoms 1 to 2:
1 C -0.50
2 C -0.67



Record 6
This record from the Open Molecules 2025 dataset describes C32H43DyIN9OS2 as an isolated structure in a non-equilibrium geometry. The level of theory is ωB97M-V/def2-TZVPD.

Cartesian coordinates (Å):
Dy 10.09 10.63 12.40
N 9.47 12.14 14.31
C 8.15 12.71 14.48
C 7.13 11.57 14.63
N 7.12 10.75 13.40
C 6.28 11.38 12.39
C 6.92 11.43 11.00
N 8.32 11.91 11.04
C 6.75 9.34 13.67
C 7.10 8.38 12.52
N 8.56 8.36 12.34
H 9.83 11.82 15.20
H 10.13 12.86 14.02
H 7.88 13.28 13.60
H 8.05 13.41 15.33
H 6.13 11.98 14.86
H 7.41 10.95 15.50
H 6.05 12.39 12.70
H 5.26 10.92 12.34
H 6.30 12.02 10.32
H 6.89 10.41 10.57
H 8.33 12.88 11.36
H 8.69 11.92 10.10
H 5.65 9.29 13.87
H 7.30 8.98 14.54
H 6.58 8.73 11.64
H 6.66 7.41 12.75
H 8.82 7.73 11.58
H 8.91 7.93 13.19
N 14.46 12.26 13.12
C 13.41 11.54 12.66
S 12.43 10.63 13.73
N 13.29 11.62 11.34
N 12.24 10.86 10.90
C 12.08 10.79 9.61
C 12.92 11.51 8.63
C 12.30 12.27 7.62
C 13.11 12.96 6.71
C 14.50 12.88 6.80
C 15.10 12.12 7.78
C 14.31 11.46 8.71
C 10.96 9.98 9.07
C 11.02 9.48 7.78
C 10.02 8.66 7.32
C 8.88 8.47 8.12
C 8.88 9.05 9.38
N 9.91 9.77 9.87
H 14.68 12.22 14.09
H 15.13 12.69 12.48
H 11.23 12.26 7.49
H 12.63 13.65 6.00
H 15.09 13.39 6.08
H 16.17 12.03 7.87
H 14.77 10.89 9.50
H 11.91 9.63 7.19
H 10.11 8.21 6.34
H 8.06 7.84 7.82
H 8.07 8.92 10.04
C 6.99 18.27 12.51
C 7.96 17.17 12.18
C 8.90 16.72 13.14
C 9.82 15.75 12.84
C 9.83 15.18 11.56
C 8.92 15.60 10.61
C 7.98 16.59 10.92
S 10.96 13.91 11.08
C 12.50 14.77 11.38
O 10.77 12.88 12.18
H 6.37 18.12 13.38
H 6.28 18.47 11.69
H 7.51 19.23 12.68
H 8.88 17.16 14.11
H 10.52 15.51 13.61
H 8.88 15.11 9.64
H 7.22 16.85 10.19
H 12.57 15.04 12.43
H 12.42 15.68 10.76
H 13.33 14.09 11.11
I 9.11 8.33 18.53
C 10.12 8.13 16.72
C 11.03 7.10 16.50
C 11.51 6.96 15.22
C 11.10 7.87 14.26
N 10.30 8.91 14.49
C 9.83 9.03 15.73
H 11.31 6.41 17.29
H 12.16 6.15 14.92
H 11.45 7.75 13.23
H 9.16 9.85 15.91

**Orbital gap (spin up / spin down)**: 7.37 / 7.40 eV
**HOMO energy (spin up / spin down)**: -12.5 / -12.5 eV
**Expectation value of S²**: 9.33
**Multiplicity**: 6
**Charge**: +2

Mulliken population analysis, charges in e, atoms 1 to 2:
1 Dy 0.98
2 N -0.32



Repeat the sixth record exactly.
This record from the Open Molecules 2025 dataset describes C32H43DyIN9OS2 as an isolated structure in a non-equilibrium geometry. The level of theory is ωB97M-V/def2-TZVPD.

Cartesian coordinates (Å):
Dy 10.09 10.63 12.40
N 9.47 12.14 14.31
C 8.15 12.71 14.48
C 7.13 11.57 14.63
N 7.12 10.75 13.40
C 6.28 11.38 12.39
C 6.92 11.43 11.00
N 8.32 11.91 11.04
C 6.75 9.34 13.67
C 7.10 8.38 12.52
N 8.56 8.36 12.34
H 9.83 11.82 15.20
H 10.13 12.86 14.02
H 7.88 13.28 13.60
H 8.05 13.41 15.33
H 6.13 11.98 14.86
H 7.41 10.95 15.50
H 6.05 12.39 12.70
H 5.26 10.92 12.34
H 6.30 12.02 10.32
H 6.89 10.41 10.57
H 8.33 12.88 11.36
H 8.69 11.92 10.10
H 5.65 9.29 13.87
H 7.30 8.98 14.54
H 6.58 8.73 11.64
H 6.66 7.41 12.75
H 8.82 7.73 11.58
H 8.91 7.93 13.19
N 14.46 12.26 13.12
C 13.41 11.54 12.66
S 12.43 10.63 13.73
N 13.29 11.62 11.34
N 12.24 10.86 10.90
C 12.08 10.79 9.61
C 12.92 11.51 8.63
C 12.30 12.27 7.62
C 13.11 12.96 6.71
C 14.50 12.88 6.80
C 15.10 12.12 7.78
C 14.31 11.46 8.71
C 10.96 9.98 9.07
C 11.02 9.48 7.78
C 10.02 8.66 7.32
C 8.88 8.47 8.12
C 8.88 9.05 9.38
N 9.91 9.77 9.87
H 14.68 12.22 14.09
H 15.13 12.69 12.48
H 11.23 12.26 7.49
H 12.63 13.65 6.00
H 15.09 13.39 6.08
H 16.17 12.03 7.87
H 14.77 10.89 9.50
H 11.91 9.63 7.19
H 10.11 8.21 6.34
H 8.06 7.84 7.82
H 8.07 8.92 10.04
C 6.99 18.27 12.51
C 7.96 17.17 12.18
C 8.90 16.72 13.14
C 9.82 15.75 12.84
C 9.83 15.18 11.56
C 8.92 15.60 10.61
C 7.98 16.59 10.92
S 10.96 13.91 11.08
C 12.50 14.77 11.38
O 10.77 12.88 12.18
H 6.37 18.12 13.38
H 6.28 18.47 11.69
H 7.51 19.23 12.68
H 8.88 17.16 14.11
H 10.52 15.51 13.61
H 8.88 15.11 9.64
H 7.22 16.85 10.19
H 12.57 15.04 12.43
H 12.42 15.68 10.76
H 13.33 14.09 11.11
I 9.11 8.33 18.53
C 10.12 8.13 16.72
C 11.03 7.10 16.50
C 11.51 6.96 15.22
C 11.10 7.87 14.26
N 10.30 8.91 14.49
C 9.83 9.03 15.73
H 11.31 6.41 17.29
H 12.16 6.15 14.92
H 11.45 7.75 13.23
H 9.16 9.85 15.91

**Orbital gap (spin up / spin down)**: 7.37 / 7.40 eV
**HOMO energy (spin up / spin down)**: -12.5 / -12.5 eV
**Expectation value of S²**: 9.33
**Multiplicity**: 6
**Charge**: +2

Mulliken population analysis, charges in e, atoms 1 to 2:
1 Dy 0.98
2 N -0.32